C6H15NOS | ωB97M-V/def2-TZVPD

```
24
Properties=species:S:1:pos:R:3:mulliken_charge:R:1
C 1.97 -1.30 -0.76 -1.451
C 2.74 1.15 -0.02 -1.125
C -2.95 1.34 -0.83 -0.921
C -2.67 -0.88 0.21 -1.014
C 1.82 0.19 -0.80 0.260
C -2.59 -0.09 -0.94 0.171
N 0.58 -0.39 1.45 -0.728
O 0.18 2.01 0.31 -0.696
S 0.18 0.56 0.03 0.715
H 1.26 -1.81 -1.33 0.387
H 2.86 -1.64 -1.15 0.428
H 1.82 -1.60 0.32 0.360
H 2.74 0.74 1.02 0.280
H 2.18 2.20 0.03 0.303
H 3.77 1.34 -0.40 0.361
H -2.07 2.05 -0.97 0.247
H -3.73 1.42 -1.63 0.329
H -3.48 1.48 0.06 0.310
H -2.87 -0.34 1.12 0.281
H 0.66 0.25 2.30 0.277
H -2.65 -1.96 0.20 0.332
H 1.59 0.71 -1.77 0.365
H -2.40 -0.65 -1.94 0.276
H -0.19 -1.08 1.58 0.253
```

Calculated values
Relative energy (zero: lowest compared OMol25 entry of this formula, charge and spin) (kcal per mole): 74.0
Gap between HOMO and LUMO (eV): 9.1
Lowest unoccupied orbital energy (Eh): 0.0284

C16H20AlBrN2O5Si | ωB97M-V/def2-TZVPD

```
46
Properties=species:S:1:pos:R:3:mulliken_charge:R:1
Al -0.28 0.02 -1.32 -1.209
O 1.86 -3.97 -0.78 -0.418
C 1.13 -2.96 -1.20 0.200
O 1.45 -2.10 -1.99 -0.522
C -0.25 -2.95 -0.62 0.670
C -0.87 -4.05 -0.05 -0.616
C -2.24 -3.99 0.19 -0.666
C -2.96 -2.87 -0.23 -0.800
C -2.26 -1.82 -0.78 1.124
N -0.92 -1.83 -0.90 0.279
C -2.82 -0.67 -1.57 0.366
O -4.08 -0.41 -1.63 -0.416
O -2.01 -0.02 -2.24 -0.322
H 2.71 -3.99 -1.26 0.417
H -0.30 -4.94 0.17 0.557
H -2.76 -4.83 0.63 0.492
H -4.04 -2.86 -0.15 0.327
H -4.64 -0.96 -1.06 0.332
C 4.47 0.41 1.62 -1.410
C 3.67 0.67 0.38 0.201
C 4.15 1.48 -0.66 -0.354
C 3.38 1.72 -1.79 -0.825
C 2.14 1.12 -1.81 0.473
Br 0.85 1.33 -3.20 -0.009
N 1.66 0.33 -0.86 0.353
C 2.41 0.11 0.23 0.013
H 5.41 0.96 1.58 0.389
H 4.69 -0.64 1.73 0.342
H 3.92 0.74 2.50 0.356
H 5.13 1.92 -0.58 0.436
H 3.72 2.36 -2.59 0.487
H 1.97 -0.51 1.00 0.661
C -2.50 1.08 2.19 -1.011
Si -1.54 2.10 0.94 0.198
C -0.18 3.06 1.78 -1.028
C -2.68 3.21 -0.02 -1.012
O -0.84 1.03 -0.12 0.965
H -2.97 1.70 2.94 0.422
H -1.85 0.37 2.70 0.300
H -3.30 0.51 1.70 0.283
H -0.56 3.76 2.51 0.388
H 0.39 3.64 1.05 0.318
H 0.52 2.40 2.29 0.274
H -3.18 3.92 0.63 0.396
H -3.47 2.65 -0.54 0.289
H -2.14 3.79 -0.77 0.313
```

Calculated values
Total charge: +2
Gap between HOMO and LUMO (eV): 7.3
Lowest unoccupied orbital energy (Eh): -0.2897

C10H17N3O5S | ωB97M-V/def2-TZVPD

```
36
Properties=species:S:1:pos:R:3:mulliken_charge:R:1
O -3.82 -0.25 0.85 -0.612
S -2.62 -0.60 0.18 1.151
O -2.55 -0.49 -1.24 -0.538
O -2.18 -2.08 0.58 -0.355
C -1.10 -2.03 1.52 -0.566
C -0.33 -0.75 1.17 0.651
C 0.63 -0.89 0.00 -0.643
C 1.81 0.13 0.00 -0.213
O 1.85 1.02 1.09 -0.558
O -1.42 0.16 0.86 -0.353
H -0.50 -2.93 1.43 0.374
H -1.52 -1.97 2.52 0.319
H 0.17 -0.39 2.05 0.046
H 1.03 -1.90 0.00 0.365
H 0.07 -0.77 -0.92 0.181
H 1.73 0.73 -0.90 0.193
H 2.75 -0.42 -0.08 0.255
H 2.01 0.55 1.91 0.401
C 1.31 -0.26 6.24 -0.867
C 1.77 -0.27 4.85 0.376
N 2.14 -0.27 3.77 -0.479
H 0.53 -1.00 6.37 0.270
H 2.14 -0.49 6.90 0.300
H 0.91 0.72 6.48 0.278
C -4.80 0.34 -3.54 -0.532
C -4.80 1.07 -4.80 0.279
N -4.81 1.65 -5.80 -0.377
H -4.97 -0.72 -3.73 0.258
H -3.85 0.45 -3.04 0.125
H -5.59 0.72 -2.89 0.275
C 4.43 2.04 -3.74 -0.828
C 3.16 1.40 -3.44 0.384
N 2.15 0.90 -3.20 -0.385
H 4.41 2.46 -4.75 0.292
H 4.62 2.85 -3.03 0.266
H 5.24 1.32 -3.67 0.266
```

Calculated values
Relative energy (zero: lowest compared OMol25 entry of this formula, charge and spin) (kcal per mole): 49.6
Gap between HOMO and LUMO (eV): 10.3
Lowest unoccupied orbital energy (Eh): 0.0058
SMILES string: O=S1(=O)OC[C@@H](CCO)O1.CC#N.CC#N.CC#N

C28H47BrNO3P3Ti | ωB97M-V/def2-TZVPD

```
84
Properties=species:S:1:pos:R:3:mulliken_charge:R:1
C -1.72 -1.56 5.06 -0.301
C -1.39 -2.36 3.96 0.403
C -2.23 -3.44 3.57 -0.376
C -3.44 -3.54 4.24 -0.425
N -3.78 -2.72 5.22 -0.435
C -2.97 -1.76 5.65 -0.461
C -0.21 -1.95 3.26 0.422
C 0.82 -1.73 2.64 -0.822
C 1.83 -1.67 1.62 0.440
C 1.98 -0.57 0.59 0.595
C 2.54 -0.97 -0.70 -0.411
C 3.42 -2.03 -0.66 0.640
C 3.65 -2.81 0.45 -0.574
C 2.79 -2.66 1.56 -0.482
Ti 1.01 0.34 -1.03 -1.942
P -1.22 0.40 0.15 1.413
H -1.97 -4.20 2.82 0.496
H -1.05 -0.81 5.47 0.525
H -4.15 -4.32 3.95 0.421
H -3.28 -1.11 6.46 0.401
H 2.83 -3.35 2.40 0.669
H 2.46 0.33 1.01 -0.098
H 4.41 -3.59 0.42 0.557
H 2.43 -0.44 -1.75 0.575
C -2.00 1.67 -0.94 -0.683
C -3.53 1.70 -1.01 -1.564
H -1.59 1.55 -1.96 0.581
H -1.64 2.64 -0.57 0.580
H -3.85 2.45 -1.75 0.459
H -3.97 0.75 -1.32 0.304
H -3.99 2.00 -0.07 0.355
C -2.42 -1.02 0.31 -0.189
C -3.64 -0.93 1.24 -1.550
H -1.79 -1.86 0.64 0.496
H -2.79 -1.26 -0.71 0.360
H -4.19 -1.89 1.21 0.469
H -3.37 -0.78 2.29 0.275
H -4.36 -0.16 0.95 0.281
C -1.35 1.15 1.84 0.603
C -2.58 2.00 2.17 -1.645
H -0.44 1.76 1.97 0.193
H -1.29 0.29 2.52 -0.175
H -2.49 2.41 3.18 0.497
H -2.70 2.86 1.50 0.364
H -3.52 1.44 2.16 0.277
Br 4.17 -2.25 -2.49 0.079
P 0.04 -1.46 -2.70 1.061
C -1.71 -1.47 -3.16 -0.406
C -2.03 -1.68 -4.63 -1.340
H -2.11 -0.51 -2.81 0.270
H -2.17 -2.25 -2.54 0.609
H -3.12 -1.63 -4.74 0.445
H -1.59 -0.89 -5.26 0.337
H -1.70 -2.65 -5.00 0.314
C 1.01 -0.70 -4.07 -0.528
C 1.77 -1.70 -4.95 -1.415
H 1.73 0.04 -3.66 0.458
H 0.27 -0.14 -4.65 0.553
H 2.33 -1.11 -5.70 0.421
H 2.50 -2.28 -4.37 0.174
H 1.09 -2.37 -5.50 0.314
C 0.58 -3.20 -2.41 -0.429
C -0.03 -4.29 -3.31 -1.350
H 0.31 -3.41 -1.35 0.471
H 1.69 -3.21 -2.46 0.184
H 0.40 -5.25 -3.01 0.443
H -1.12 -4.36 -3.18 0.372
H 0.20 -4.14 -4.38 0.252
C 3.35 2.49 1.72 -0.830
O 3.20 2.81 0.31 -0.370
P 1.78 2.58 -0.48 1.538
O 0.74 3.42 0.48 -0.205
C 1.00 4.65 1.18 -0.813
O 2.02 3.63 -1.70 -0.386
C 0.95 3.83 -2.67 -0.373
H 4.16 1.74 1.78 0.320
H 2.44 2.06 2.22 0.384
H 3.63 3.42 2.24 0.330
H 0.01 5.06 1.38 0.325
H 1.47 4.47 2.17 0.301
H 1.59 5.38 0.61 0.331
H 0.10 4.40 -2.25 0.279
H 1.40 4.39 -3.50 0.317
H 0.56 2.85 -3.04 0.038
```

Calculated values
Total charge: +4
Gap between HOMO and LUMO (spin up / spin down) (eV): 3.3 / 4.1
Lowest unoccupied orbital energy (spin up / spin down) (Eh): -0.5747 / -0.5477